P.
The following is a quantum chemistry calculation of 2 unconnected molecules or ions with the total composition CH6NPS, from the Open Molecules 2025 dataset.

Positions of all 10 atoms, in Å:
C: 0.65556 1.17015 -0.54432
N: 0.27856 -1.41161 0.11841
P: -2.50477 0.24766 -0.14208
S: -0.40161 -0.05952 -0.61461
H: 0.16968 1.99550 -0.05062
H: 1.66487 0.81470 -0.50153
H: -0.16959 -2.27264 -0.14128
H: 0.42185 -1.28882 1.12206
H: -3.09133 -1.29251 1.38601
H: 0.02467 -0.81459 -1.64535

Output
Highest occupied orbital energy (alpha / beta) = -8.031 / -8.018 eV
2S+1 = 1
E_LUMO (alpha / beta) = -0.0383 / -0.0391 hartree
Gap between HOMO and LUMO (alpha / beta) = 6.99 / 6.96 eV

Now the Löwdin charges, all in e: C -0.373; N -0.260; P 0.257; S 0.300; H -0.010; H 0.010; H 0.044; H 0.061; H -0.040; H 0.012

---

Q.
The following is a quantum chemistry calculation of 2 unconnected molecules or ions with the total composition CH6NPS, from the Open Molecules 2025 dataset.

Positions of all 10 atoms, in Å:
C: 0.78420 -0.39940 -1.28745
N: -0.10882 1.55007 0.56700
P: -1.67856 -0.78572 1.36015
S: 0.01319 -0.21378 0.30482
H: 0.23769 -1.12831 -1.92980
H: 2.12415 -1.51375 -0.69029
H: 0.69058 1.97257 0.11457
H: -0.93422 2.12460 0.21441
H: -2.31603 -1.50797 0.31431
H: 1.18780 -0.09831 1.03228

Output
Highest occupied orbital energy = -8.196 eV
2S+1 = 1
E_LUMO = -0.0230 hartree
Gap between HOMO and LUMO = 7.57 eV

Now the Löwdin charges, all in e: C -0.365; N -0.286; P 0.402; S 0.295; H -0.073; H 0.149; H 0.015; H 0.072; H -0.227; H 0.017

---

Most stable: P (next structure +48.7 kJ/mol)

---

P.
The following is a quantum chemistry calculation of a gas-phase ion, C4H9N4 (charge +1), from the Open Molecules 2025 dataset.

Positions of all 17 atoms, in Å:
C: 1.85316 0.04368 -0.66054
C: -1.65833 -0.01715 -0.63688
C: 0.21654 -0.69618 0.75892
C: 0.48694 0.78922 0.96275
N: 1.22090 -1.00074 -0.25064
N: -1.14140 -0.98281 0.42012
N: -1.50551 1.26758 -0.23059
N: 1.38087 1.12641 -0.00716
H: 2.45610 0.27430 -1.48068
H: -1.12746 -0.13833 -1.60184
H: -2.69817 -0.26780 -0.72121
H: 0.33216 -1.09257 1.70093
H: 0.23413 1.14637 1.95226
H: 1.37911 -1.92393 -0.62580
H: -1.21384 -1.97683 0.12058
H: -1.88119 1.37012 0.64927
H: 1.66598 2.07865 -0.34950

Output
Highest occupied orbital energy (alpha / beta) = -13.545 / -12.724 eV
Charge = +1
2S+1 = 1
E_LUMO (alpha / beta) = -0.1792 / -0.1685 hartree
Gap between HOMO and LUMO (alpha / beta) = 8.67 / 8.14 eV

Now the Löwdin charges, all in e: C -0.024; C -0.323; C -0.316; C 0.023; N 0.159; N 0.028; N 0.121; N 0.094; H 0.156; H 0.116; H 0.130; H 0.134; H 0.148; H 0.182; H 0.139; H 0.024; H 0.210

---

Q.
The following is a quantum chemistry calculation of a molecular structure, C4H9N4, from the Open Molecules 2025 dataset.

Positions of all 17 atoms, in Å:
C: 2.76455 -0.78160 0.23974
C: 2.54359 0.31346 1.10314
C: -1.40765 0.37673 1.19827
C: -0.58012 -0.49801 0.38107
N: 1.58115 -1.21392 -0.16525
N: 1.28566 0.71923 1.06386
N: 0.73088 -0.27244 0.34458
N: -1.14201 -1.34499 -0.55959
H: 3.68182 -1.18889 0.15534
H: 3.28992 0.92075 1.44364
H: -0.83552 1.34105 1.30199
H: -1.56194 0.02435 2.32176
H: -2.49333 0.40398 0.79037
H: 0.54985 0.59628 -2.13227
H: -0.53392 -1.86685 -1.09034
H: 0.27225 -0.02387 -2.55628
H: -2.16477 -1.41906 -0.68594

Output
Highest occupied orbital energy = -15.303 eV
Charge = +1
2S+1 = 1
E_LUMO = -0.2005 hartree
Gap between HOMO and LUMO = 9.85 eV

Now the Löwdin charges, all in e: C -0.019; C -0.034; C 0.005; C -0.263; N 0.164; N 0.165; N -0.180; N 0.245; H 0.094; H 0.099; H 0.106; H 0.162; H 0.132; H 0.047; H 0.067; H 0.047; H 0.161

---

R.
The following is a quantum chemistry calculation of 2 unconnected molecules or ions with the total composition C4H9N4, from the Open Molecules 2025 dataset.

Positions of all 17 atoms, in Å:
C: -1.85968 -0.43302 -0.45197
C: -0.69187 1.33105 -0.31342
C: 2.35042 -0.01099 -0.01737
C: -0.35358 -1.96375 0.80324
N: -1.81119 0.86588 -0.73533
N: -0.06276 0.39291 0.31244
N: -0.83420 -0.69148 0.25373
N: -0.27130 2.53335 -0.68406
H: -2.55137 -1.07700 -0.77542
H: 2.25972 -1.05698 -0.47288
H: 2.81825 0.75644 -0.66067
H: 2.91566 0.05342 0.95132
H: -1.14504 -2.76975 0.74553
H: 0.43595 -2.17396 0.21728
H: -0.19762 -1.93630 1.90266
H: -1.10355 3.06012 -1.06415
H: 0.10217 3.12006 -0.01092

Output
Highest occupied orbital energy (alpha / beta) = -13.633 / -13.634 eV
Charge = +1
2S+1 = 1
E_LUMO (alpha / beta) = -0.2554 / -0.2552 hartree
Gap between HOMO and LUMO (alpha / beta) = 6.68 / 6.69 eV

Now the Löwdin charges, all in e: C -0.060; C -0.534; C 0.326; C 0.038; N 0.171; N 0.166; N -0.137; N 0.182; H 0.120; H 0.075; H 0.063; H 0.073; H 0.132; H 0.029; H 0.120; H 0.154; H 0.082

---

Most stable: Q (next structure +67.9 kJ/mol)